Record 1
Computed, not measured: a gas-phase ion, C4H8NOS (charge +1), with ωB97M-V/def2-TZVPD.

## Properties
Energy above the lowest of the compared OMol25 structures with the same formula, charge and spin   108.6 kJ/mol
2S+1   1
Frontier orbital gap   10.59 eV
LUMO   -0.146 hartree
SMILES   C[N@H+]1CSC(=O)C1
Charge   +1

Structure (XYZ):
```
15
Properties=species:S:1:pos:R:3:forces:R:3:lowdin_charge:R:1
C 2.063539 -0.541017 0.053247 0.1 -2.6 0.9 -0.662
C 0.566430 -1.025547 -0.247486 -0.4 0.3 1.1 -0.036
C 0.336702 1.275510 0.340991 1.1 0.1 -0.2 -0.354
C -1.717377 0.006203 0.155040 -2.3 -0.8 -5.9 -0.005
N -0.373513 0.187882 -0.407973 1.9 -0.6 -1.5 -0.224
O 2.946076 -1.295127 0.413598 -1.9 1.6 -1.2 0.092
S 2.103194 1.182570 -0.166196 -0.3 0.6 0.7 1.075
H 0.499706 -1.674592 -1.113112 0.1 0.0 -0.2 0.144
H 0.038702 -1.485950 0.575889 0.9 -0.9 0.5 0.130
H 0.098455 2.257762 0.017098 -1.0 0.8 -0.3 0.080
H 0.066544 1.169842 1.435507 0.7 -0.2 -1.2 0.149
H -1.766888 -0.277421 1.142666 0.2 -0.2 2.3 0.079
H -2.318054 0.908879 -0.200278 0.7 -1.1 1.1 0.147
H -2.116981 -0.878269 -0.510249 0.2 1.5 1.6 0.157
H -0.426536 0.189269 -1.488742 0.0 1.4 2.1 0.230
```
Positions in Å, forces in eV/Å.

***

Record 2
Computed, not measured: a molecular structure, C15H18N4O2S3, with ωB97M-V/def2-TZVPD.

## Properties
2S+1   1
Frontier orbital gap   7.68 eV
LUMO   -0.020 hartree

Structure (XYZ):
```
42
Properties=species:S:1:pos:R:3:forces:R:3:lowdin_charge:R:1
O 4.357009 -4.411868 2.130482 -2.7 4.3 -2.3 -0.015
C 3.766489 -3.361855 1.617609 4.0 -4.5 2.2 -0.317
N 2.377755 -3.347264 1.728648 2.5 -1.7 0.8 0.063
C 1.620445 -2.310921 1.395193 -0.9 1.7 -1.3 -0.498
N 1.966077 -1.238897 0.486522 -1.5 -6.0 4.5 -0.009
N 0.872648 -0.574568 0.451530 -4.4 3.4 0.6 -0.121
C -0.197550 -0.860499 1.263790 3.8 1.0 -3.6 -1.009
S -1.633199 -0.081820 0.890551 -3.1 0.0 0.7 0.976
C -1.122111 1.245544 -0.203541 -5.3 -1.5 1.1 -0.357
H -0.767078 0.882181 -1.031361 2.6 -2.2 -4.6 0.042
H -0.481672 1.673695 0.368858 4.2 3.7 2.9 0.025
C -2.285305 2.051608 -0.543048 -5.2 8.9 1.0 -0.215
O -2.356221 3.495579 -0.108578 0.7 -8.5 -2.4 -0.173
N -3.438900 1.552059 -1.234826 5.3 3.2 3.5 -0.136
C -3.314320 0.362394 -1.965570 -2.4 -3.7 7.9 -0.244
H -2.570591 -0.294990 -1.371971 -0.5 0.9 -2.1 0.109
C -3.351529 0.655483 -3.313345 0.2 -4.6 -3.8 -0.281
C -4.498860 1.387142 -3.764510 -2.2 -3.7 -8.0 -0.296
C -4.561860 2.644765 -3.263040 1.5 2.1 6.7 -0.146
C -4.552087 2.395017 -1.522606 -0.2 0.6 -2.1 -0.056
H -4.334161 3.406395 -1.131172 -0.6 -0.8 0.4 0.113
H -5.438728 1.809175 -1.172942 0.3 1.0 -0.3 0.132
H -5.401096 3.184740 -3.397584 -2.5 2.1 -0.9 0.076
H -3.634481 3.162432 -3.232437 0.6 1.0 -0.9 0.117
H -4.341026 1.395325 -5.194258 -0.5 0.2 3.9 0.209
H -5.507768 0.853143 -3.715269 1.5 0.3 0.3 0.143
H -3.329205 -0.308230 -3.812944 -0.9 -0.9 -0.2 0.134
H -2.441374 0.845889 -3.750785 2.4 2.2 -0.5 0.116
H -4.314779 -0.177935 -1.453198 1.8 0.5 -2.3 0.195
S -0.060346 -2.287750 2.150099 2.8 0.0 -0.9 1.061
H 2.101906 -4.182169 2.296892 -0.1 1.3 -0.8 0.182
C 4.693970 -2.200622 1.009654 -8.8 1.7 3.3 -0.065
C 4.809433 -1.293087 2.198260 4.9 0.8 0.7 -0.559
C 6.043611 -1.034903 2.985560 -0.4 -5.5 -3.0 -0.129
C 5.928225 -0.103380 3.993306 -4.6 -1.3 -3.0 -0.178
C 4.581418 0.289642 3.910519 1.0 5.8 5.8 -0.491
S 3.703913 -0.121631 2.579805 -1.4 0.2 0.7 1.055
H 4.190329 1.198918 4.816437 0.8 -3.0 -3.4 0.167
H 6.679045 0.036311 4.647071 1.9 1.0 2.5 0.063
H 6.872848 -1.924279 2.893632 -1.8 2.7 0.2 0.164
H 3.851180 -1.691960 0.439362 2.6 -0.5 -1.4 0.095
H 5.517942 -2.718809 0.929204 4.5 -2.1 -2.1 0.060
```
Positions in Å, forces in eV/Å.

***

Record 3
Computed, not measured: 5 unconnected molecules or ions with the total composition C14H26BClN5O4PS2, with ωB97M-V/def2-TZVPD.

## Properties
2S+1   1
Frontier orbital gap   9.11 eV
LUMO   0.003 hartree
SMILES   CN(C)B(O)[C@H]1[C@H](Cl)OS(=O)(=O)C[C@@H]1[PH2]=S.CC#N.CC#N.CC#N.CC#N

Structure (XYZ):
```
54
Properties=species:S:1:pos:R:3:forces:R:3:lowdin_charge:R:1
C -1.453765 -1.234950 -2.961651 1.5 -0.5 -1.2 -0.109
N -1.881209 -0.932672 -1.534815 -0.6 1.8 -1.1 -0.149
C -3.360583 -1.162086 -1.316474 -2.0 -0.7 0.4 -0.116
B -1.622309 0.537320 -1.261855 -1.3 0.4 -0.9 -0.433
O -2.419433 1.569781 -2.007193 3.7 -0.8 0.7 0.023
C -0.530105 1.138791 -0.164126 0.7 0.7 0.2 -0.219
C -1.297161 1.440850 1.252280 -1.3 0.7 -1.6 -0.572
Cl -0.503428 2.899945 2.147665 -0.7 -1.4 -0.7 0.567
O -1.510159 0.270981 2.115555 2.8 0.8 -0.9 -0.260
S -0.058459 -0.522405 2.520582 1.1 -4.7 6.8 0.808
O -0.457012 -1.852430 3.272020 0.6 5.0 -3.7 -0.371
O 0.868683 0.253814 3.489521 -3.0 -1.3 -4.6 -0.367
C 0.753095 -1.060690 0.919990 1.2 0.6 -1.2 -0.199
C 0.850808 0.265506 -0.040188 -0.7 -0.7 -0.5 -0.431
P 2.310040 1.452972 0.418023 0.7 -0.3 -1.2 0.410
S 2.598634 2.805370 -1.004113 -0.5 -0.2 0.4 0.099
H -0.483104 -1.927938 -2.955459 -2.1 1.4 0.0 0.096
H -2.259448 -1.795233 -3.599180 1.3 1.1 1.5 0.100
H -1.132101 -0.268073 -3.574670 -0.8 -1.9 1.2 0.101
H -3.534548 -2.137032 -0.653151 0.4 2.3 -1.4 0.084
H -3.917829 -0.244846 -0.797324 1.5 -2.2 -1.1 0.041
H -3.970554 -1.350180 -2.323175 1.5 0.5 2.0 0.110
H -1.720327 2.257426 -2.294863 -1.9 -1.2 0.9 0.126
H -0.209173 2.203544 -0.598878 -0.6 -2.1 1.1 0.108
H -2.385209 1.835645 0.959782 2.4 -1.0 1.0 0.144
H 1.861152 -1.405429 1.184390 -2.4 0.8 -0.1 0.117
H 0.230636 -1.982450 0.388660 0.5 2.3 1.5 0.144
H 1.101240 -0.132454 -1.132702 -0.3 1.0 2.3 0.146
H 2.173852 2.053668 1.725879 -0.1 -0.9 -0.7 -0.024
H 3.529275 0.636309 0.394244 -1.4 0.3 0.6 -0.038
C 6.423217 -0.023453 2.469028 -0.9 -0.6 -0.6 -0.083
C 5.490693 -0.810599 1.562933 -4.9 -4.3 -4.8 -0.197
N 4.717042 -1.463590 0.811137 6.0 5.2 6.0 0.075
H 5.932811 0.176148 3.425748 -0.1 -0.2 -0.2 0.078
H 7.337635 -0.595227 2.650045 -0.2 0.0 -0.2 0.083
H 6.685535 0.927872 1.998102 -0.1 -0.4 0.0 0.018
C 6.218674 3.027009 -1.065963 1.0 -0.7 0.7 -0.084
C 7.237970 2.232865 -0.265602 5.6 -4.2 4.2 -0.180
N 8.083646 1.574080 0.398450 -6.7 5.3 -5.4 0.090
H 6.354764 2.838446 -2.134409 0.1 -0.1 0.2 0.082
H 5.206073 2.730852 -0.778239 0.2 0.0 0.0 -0.029
H 6.344977 4.096059 -0.874182 0.1 -0.2 0.1 0.082
C -3.620574 -6.086021 -0.136033 -0.7 0.9 -0.4 -0.080
C -4.539804 -4.991132 -0.652215 -5.1 6.0 -2.8 -0.203
N -5.302379 -4.082709 -1.080438 6.1 -7.3 3.4 0.096
H -4.162765 -6.729650 0.562124 0.0 0.2 -0.1 0.076
H -3.257487 -6.692212 -0.970631 -0.1 0.2 0.1 0.074
H -2.765002 -5.641992 0.380144 -0.2 0.0 -0.1 0.075
C -5.667968 3.180332 0.193521 0.0 -1.2 0.0 -0.071
C -5.643474 1.660659 0.179299 0.1 -8.2 -0.1 -0.174
N -5.623236 0.399874 0.167494 -0.4 10.2 0.3 0.111
H -5.119203 3.553942 1.062385 -0.1 -0.2 -0.1 0.075
H -5.202018 3.569243 -0.716145 -0.1 -0.2 0.1 0.076
H -6.700625 3.536149 0.244677 0.1 -0.2 0.0 0.077
```
Positions in Å, forces in eV/Å.

***

Number 1: F_max 6.35 eV/Å. Number 2: F_max 10.36 eV/Å. Number 3: F_max 10.24 eV/Å.